(1)
Molecular formula: C18H28N2O4PS3Se2TaTe
Method: DFT, ωB97M-V/def2-TZVPD

CARTESIAN COORDINATES (ANGSTROEM)
Ta1 -0.045 -0.630 0.520
C1 -3.916 -0.625 -0.811
Se1 -2.487 0.611 -0.335
C2 -1.944 1.079 -2.136
C3 -1.469 -0.119 -2.959
Se2 -0.867 -1.649 -1.889
C4 0.687 -2.207 -2.910
H1 -4.502 -0.144 -1.591
H2 -4.531 -0.756 0.075
H3 -3.538 -1.585 -1.150
H4 -1.160 1.815 -1.992
H5 -2.791 1.566 -2.618
H6 -0.654 0.168 -3.620
H7 -2.276 -0.538 -3.556
H8 0.332 -2.459 -3.906
H9 1.077 -3.092 -2.414
H10 1.426 -1.412 -2.938
S1 1.136 0.687 -1.135
C5 1.487 2.283 -0.544
C6 2.235 3.178 -1.313
C7 2.508 4.438 -0.818
C8 3.308 5.341 -1.602
N1 3.949 6.059 -2.226
C9 2.021 4.821 0.449
C10 1.285 3.931 1.207
C11 1.021 2.654 0.708
S2 0.086 1.516 1.627
C12 2.265 6.142 0.963
N2 2.446 7.200 1.371
H11 2.614 2.891 -2.284
H12 0.925 4.233 2.181
C13 -2.848 1.292 3.421
S3 -2.768 -0.366 2.791
C14 -2.657 -1.267 4.311
O1 -1.371 -0.529 2.181
H13 -3.833 1.419 3.872
H14 -2.738 1.969 2.576
H15 -2.055 1.451 4.150
H16 -3.592 -1.117 4.853
H17 -1.809 -0.892 4.882
H18 -2.537 -2.321 4.064
C15 4.898 -2.362 2.086
C16 4.130 -3.445 1.389
O2 2.724 -3.515 1.917
P1 1.584 -2.557 1.572
O3 1.728 -1.703 0.269
Te1 -0.612 -3.364 1.302
O4 1.507 -1.315 2.578
C17 1.430 -1.527 4.039
C18 1.668 -0.209 4.720
H19 5.926 -2.374 1.719
H20 4.927 -2.526 3.163
H21 4.482 -1.375 1.880
H22 4.512 -4.441 1.587
H23 4.051 -3.297 0.314
H24 2.188 -2.268 4.286
H25 0.443 -1.942 4.249
H26 2.659 0.178 4.492
H27 1.597 -0.351 5.799
H28 0.928 0.530 4.414

Computed properties:
total charge	+2
energy above the lowest of the compared OMol25 structures with the same formula, charge and spin	41.50	kcal per mole
HOMO	-13.9	eV

Atom charges from the Löwdin analysis, given in e for atoms 1 to 8: Ta 0.91; C -0.31; Se 0.93; C -0.50; C -0.46; Se 0.84; C -0.31; H 0.05



(2)
Molecular formula: C6H9N
Method: DFT, ωB97M-V/def2-TZVPD

CARTESIAN COORDINATES (ANGSTROEM)
C1 2.812 0.463 0.006
C2 1.871 -0.712 0.043
C3 0.635 -0.740 -0.387
C4 -0.606 -0.887 -0.788
N1 -1.751 -0.730 0.030
C5 -2.639 0.386 -0.245
C6 -1.780 0.368 0.968
H1 3.663 0.253 -0.652
H2 3.220 0.657 1.005
H3 2.316 1.370 -0.350
H4 -0.828 -1.214 -1.802
H5 2.275 -1.633 0.468
H6 -3.702 0.164 -0.171
H7 -2.360 1.072 -1.043
H8 -0.917 1.033 0.976
H9 -2.208 0.151 1.943

Computed properties:
energy above the lowest of the compared OMol25 structures with the same formula, charge and spin	72.10	kcal per mole
SMILES	CC=C=CN1CC1
HOMO	-8.4	eV

Atom charges from the Löwdin analysis, given in e for atoms 1 to 8: C -0.11; C -0.17; C -0.03; C -0.14; N -0.11; C -0.14; C -0.14; H 0.07



(3)
Molecular formula: C31H34N4O2P2S2Ti
Method: DFT, ωB97M-V/def2-TZVPD

CARTESIAN COORDINATES (ANGSTROEM)
Ti1 -0.016 1.601 -0.506
S1 0.984 1.911 1.525
P1 -0.256 0.238 1.964
C1 -1.223 0.286 0.497
P2 -2.710 1.262 0.294
S2 -2.073 2.695 -1.113
C2 -3.440 1.984 1.755
C3 -2.943 3.231 2.203
C4 -3.728 4.009 2.992
C5 -4.969 3.586 3.465
C6 -5.335 2.278 3.199
C7 -4.561 1.456 2.374
C8 -3.974 0.289 -0.441
C9 -5.269 0.792 -0.587
C10 -6.323 -0.096 -0.864
C11 -6.066 -1.481 -0.901
C12 -4.757 -1.953 -0.974
C13 -3.700 -1.045 -0.843
C14 0.793 -1.186 1.680
C15 1.835 -1.477 2.583
C16 2.816 -2.434 2.290
C17 2.710 -3.221 1.190
C18 1.662 -2.967 0.269
C19 0.700 -1.968 0.469
C20 -0.858 0.015 3.610
C21 -1.242 -1.232 3.944
C22 -1.783 -1.442 5.236
C23 -1.799 -0.429 6.161
C24 -1.217 0.797 5.802
C25 -0.869 1.079 4.476
H1 -1.960 3.580 1.858
H2 -3.376 4.996 3.339
H3 -5.691 4.297 4.018
H4 -6.169 1.917 3.747
H5 -4.753 0.367 2.213
H6 -5.573 1.836 -0.402
H7 -7.331 0.365 -0.932
H8 -6.966 -2.171 -0.914
H9 -4.557 -2.944 -1.269
H10 -2.626 -1.235 -0.978
H11 2.023 -0.807 3.506
H12 3.614 -2.754 2.967
H13 3.466 -4.002 1.081
H14 1.583 -3.556 -0.592
H15 -0.130 -1.826 -0.233
H16 -1.169 -2.033 3.204
H17 -2.200 -2.440 5.491
H18 -2.246 -0.550 7.187
H19 -1.160 1.528 6.635
H20 -0.576 2.084 4.146
N1 0.562 0.268 -2.030
C26 1.833 0.714 -2.635
C27 2.018 0.300 -4.146
C28 3.132 -0.702 -4.459
C29 4.536 -0.125 -4.243
N2 5.502 -1.165 -4.376
C30 6.804 -1.061 -4.278
N3 7.441 0.028 -3.855
N4 7.598 -2.060 -4.701
C31 1.893 2.218 -2.484
O1 2.628 2.937 -3.181
O2 1.283 2.701 -1.440
H21 0.704 -0.574 -1.465
H22 -0.078 -0.053 -2.811
H23 2.738 0.229 -2.194
H24 2.091 1.196 -4.741
H25 1.045 -0.029 -4.380
H26 3.055 -1.048 -5.494
H27 3.056 -1.606 -3.819
H28 4.579 0.238 -3.228
H29 4.785 0.775 -4.816
H30 5.186 -2.043 -4.803
H31 7.041 0.707 -3.315
H32 8.453 0.100 -3.850
H33 7.118 -2.954 -4.941
H34 8.410 -2.218 -4.133

Computed properties:
total charge	+1
2S+1	2
HOMO (spin up / spin down)	-8.3 / -9.1	eV

Atom charges from the Löwdin analysis, given in e for atoms 1 to 8: Ti 0.31; S 0.36; P 0.56; C -0.66; P 0.52; S 0.34; C -0.35; C -0.10



(4)
Molecular formula: C2H4OS
Method: DFT, ωB97M-V/def2-TZVPD

CARTESIAN COORDINATES (ANGSTROEM)
C1 -0.216 0.925 -0.169
C2 0.012 -0.346 0.540
O1 0.849 -1.408 -0.186
S1 -1.660 -0.111 -0.121
H1 -0.163 1.773 0.510
H2 0.362 1.142 -1.032
H3 0.025 -0.373 1.542
H4 0.790 -1.602 -1.085

Computed properties:
energy above the lowest of the compared OMol25 structures with the same formula, charge and spin	39.51	kcal per mole
SMILES	O[C@H]1CS1
HOMO	-9.2	eV

Charges computed using Löwdin, reported in e: C -0.47; C -0.52; O -0.09; S 0.83; H 0.07; H 0.07; H 0.06; H 0.03



Number 1: DFT total energy -7776.5600 Ha. Number 2: DFT total energy -288.6671 Ha. Number 3: DFT total energy -3899.5900 Ha. Number 4: DFT total energy -551.9657 Ha.